A molecular structure, C6H15HfNO22S5, computed with ωB97M-V with the def2-TZVPD basis set.

The value obtained for the HOMO-LUMO gap is 2.20 eV. Its total energy is -108444.38279 eV.

Structure (ORCA input):
```
! wB97M-V def2-TZVPD RIJCOSX def2/J DEFGRID3
* xyz -6 1
Hf 0.07201 -1.61181 1.24798
S 1.44704 0.51819 5.28534
O 1.28159 0.97147 3.95050
O 2.71735 0.90414 5.92041
O 0.22787 0.88262 6.03171
O 1.32131 -0.89068 4.88084
S -3.90632 2.41547 2.03608
O -5.21824 2.31941 1.40498
O -3.38011 3.65373 1.70556
O -4.05117 2.19323 3.49921
O -3.09595 1.33454 1.45502
S -4.18356 -2.95580 4.79324
O -3.14887 -2.95591 3.77731
O -4.33681 -4.34339 5.29015
O -3.72169 -2.01558 5.77842
O -5.49241 -2.53309 4.28768
S -4.12341 -3.23662 -2.32798
O -4.93931 -3.71508 -1.21316
O -2.80250 -2.86877 -1.71693
O -4.04555 -4.19598 -3.41512
O -4.71700 -1.98042 -2.87670
S 1.91558 -5.66944 -0.43307
O 0.85804 -6.37178 -1.14271
O 2.03936 -4.32925 -0.94650
O 1.49753 -5.25143 0.86318
O 3.19311 -6.39089 -0.40589
C 4.23141 -0.66176 0.81172
O 3.22096 0.03503 -0.02926
C 3.76226 1.16759 -0.90111
C 2.77175 1.61155 -2.05842
N 1.38088 1.42031 -1.68676
C 0.49352 1.32086 -2.82445
C 0.43085 2.72462 -3.57539
O -0.16477 3.82773 -2.82689
C -0.42437 5.01640 -3.63228
H 4.25570 -0.37270 1.86241
H 5.23424 -0.71744 0.38825
H 3.78590 -1.65619 0.83894
H 4.73869 0.88783 -1.29662
H 3.82226 2.06582 -0.28654
H 3.05680 0.98800 -2.90579
H 2.87698 2.64992 -2.37276
H 1.18747 2.35681 -1.36171
H -0.53336 1.04995 -2.57904
H 0.88507 0.63417 -3.57495
H -0.23200 2.65026 -4.43748
H 1.41505 3.11403 -3.83581
H 0.40441 5.43431 -4.20376
H -0.74643 5.80925 -2.95718
H -1.26093 4.76663 -4.28488
*
```

Atom charges from the natural (NBO) analysis, given in e for atoms 1 to 5:
1. Hf 1.39
2. S 2.57
3. O -1.01
4. O -1.09
5. O -1.04


A molecular structure, C6H15I2N3O5PSV, computed with ωB97M-V with the def2-TZVPD basis set.

The energy above the lowest of the compared OMol25 structures with the same formula, charge and spin is 0.7055 eV. The expectation value of S² is 2.01. The value obtained for the HOMO-LUMO gap (alpha / beta) is 6.79 / 6.72 eV. Its total energy is -83170.57320 eV.

Structure (ORCA input):
```
! wB97M-V def2-TZVPD RIJCOSX def2/J DEFGRID3
* xyz 2 3
V 0.58614 -0.25501 -0.08426
O 1.97023 2.99822 -0.14753
S 1.32233 1.89342 0.41831
O 0.71445 2.00800 1.73601
O 2.12410 0.58746 0.44075
O 0.12004 1.35721 -0.45731
O -1.57802 -0.72977 -0.82921
H -1.85519 0.10075 -1.24458
H -1.92429 -1.43246 -1.39299
C -1.47902 0.75908 4.73217
N -2.47735 0.50986 3.58412
C -3.02224 -0.91959 3.71752
N -1.95029 -1.84577 3.75386
C -1.07276 -1.58159 4.88889
N -0.48578 -0.25312 4.75813
C 0.51090 -0.15256 3.71030
P -0.33524 -0.38196 2.06056
C -1.83436 0.70608 2.25387
C -1.23111 -1.98616 2.49482
H -2.05687 0.75925 5.65639
H -1.03307 1.74103 4.57567
H -3.24927 1.17324 3.68264
H -3.68025 -1.10665 2.86915
H -3.60300 -0.96033 4.63879
H -0.28549 -2.33164 4.93120
H -1.64773 -1.63614 5.81363
H 1.26272 -0.93052 3.84270
H 0.99853 0.81802 3.72221
H -2.54826 0.44895 1.47069
H -1.52476 1.74176 2.13862
H -0.51030 -2.79980 2.59058
H -1.92694 -2.25045 1.69765
I 1.56496 -2.45548 -0.88936
I -0.51623 -4.16034 -0.68932
*
```

Atom charges from the natural (NBO) analysis, given in e for atoms 1 to 5:
1. V 1.01
2. O -0.82
3. S 2.53
4. O -0.98
5. O -0.88


A molecular structure, C6H15InNO2, computed with ωB97M-V with the def2-TZVPD basis set.

The energy above the lowest of the compared OMol25 structures with the same formula, charge and spin is 3.0177 eV. The expectation value of S² is 0.76. The value obtained for the HOMO-LUMO gap (alpha / beta) is 4.05 / 4.06 eV. Its total energy is -17164.14401 eV.

Structure (ORCA input):
```
! wB97M-V def2-TZVPD RIJCOSX def2/J DEFGRID3
* xyz 4 2
In -3.72352 12.50359 -15.21693
C -3.14370 8.71248 -14.71866
O -3.24925 9.91035 -13.93553
C -3.84030 9.58482 -12.66436
C -3.71031 10.77551 -11.72569
N -4.37532 12.02618 -12.16058
C -4.05679 13.17344 -11.35037
C -4.81759 14.52633 -11.72088
O -4.93160 14.72482 -13.14880
C -5.87708 15.78034 -13.48096
H -2.48480 7.88475 -14.45636
H -2.79770 8.78915 -15.74944
H -4.15629 8.34068 -14.87522
H -3.19711 8.83558 -12.20278
H -4.86812 9.22322 -12.69495
H -2.66924 11.02439 -11.51994
H -4.20574 10.54298 -10.78304
H -5.34078 11.80734 -11.96034
H -2.98156 13.33927 -11.41729
H -4.32362 12.91051 -10.32676
H -4.21024 15.36564 -11.38210
H -5.85836 14.58620 -11.40254
H -6.89031 15.47708 -13.21733
H -5.98205 15.91844 -14.55707
H -5.59163 16.69683 -12.96456
*
```

Atom charges from the natural (NBO) analysis, given in e for atoms 1 to 5:
1. In 1.34
2. C -0.35
3. O -0.26
4. C -0.13
5. C -0.28